(1)
DFT (ωB97M-V with the def2-TZVPD basis set) results for C54H44ClInN6O9S4 as an isolated structure.

```
119
C54H44ClInN6O9S4, DFT ωB97M-V with the def2-TZVPD basis set
In 0.1650 -0.0195 -0.0210
C -0.4669 -2.5747 -4.0381
C 0.0712 -2.0878 -2.7152
N -0.5717 -1.1948 -2.0233
N -1.7307 -0.7421 -2.6456
C -2.4457 0.0710 -1.9633
S -2.2041 0.6960 -0.3724
S -4.0111 0.5061 -2.7266
C -4.9756 -0.8711 -2.0116
C -4.7936 -2.1767 -2.7276
C -3.8211 -3.0845 -2.3206
C -3.6356 -4.2785 -3.0031
C -4.4203 -4.5809 -4.1064
C -5.3934 -3.6810 -4.5215
C -5.5758 -2.4902 -3.8362
C 1.3593 -2.6174 -2.2746
C 2.2407 -3.1537 -3.2332
C 3.4796 -3.6492 -2.8994
C 3.8595 -3.6574 -1.5521
C 3.0275 -3.1523 -0.5866
C 1.7691 -2.5756 -0.9082
O 1.0557 -2.0507 0.0265
H -1.5465 -2.4813 -4.0831
H -0.1648 -3.6058 -4.2066
H -0.0565 -1.9622 -4.8463
H -6.0207 -0.5603 -2.0360
H -4.6864 -0.9541 -0.9625
H -3.1831 -2.8443 -1.4760
H -2.8670 -4.9673 -2.6749
H -4.2722 -5.5095 -4.6433
H -6.0081 -3.9057 -5.3847
H -6.3290 -1.7845 -4.1695
H 1.9543 -3.1453 -4.2769
H 4.1522 -4.0127 -3.6645
H 4.8343 -4.0402 -1.2722
H 3.3234 -3.1228 0.4554
C 3.2266 1.6238 2.7400
C 3.1109 0.8280 3.8705
C 2.1234 -0.1414 3.9223
C 1.2466 -0.3445 2.8499
C 1.3851 0.4303 1.6927
C 2.3694 1.4169 1.6685
C 0.1190 -1.3182 2.9731
C -0.0815 -2.0484 4.1866
C -1.1572 -2.8636 4.3259
C -2.0646 -3.0135 3.2515
C -3.1991 -3.8537 3.3085
C -4.0159 -3.9870 2.2201
C -3.7141 -3.2942 1.0282
C -2.6278 -2.4684 0.9527
C -1.7847 -2.2877 2.0764
N -0.7233 -1.4442 1.9755
H 3.9844 2.3966 2.6845
H 3.7823 0.9600 4.7102
H 2.0572 -0.7343 4.8236
H 2.4728 2.0424 0.7895
H 0.6092 -1.9399 5.0060
H -1.3305 -3.4075 5.2480
H -3.4010 -4.3927 4.2276
H -4.8856 -4.6307 2.2618
H -4.3528 -3.4240 0.1612
H -2.3836 -1.9334 0.0462
O 1.3933 4.1163 -2.8884
Cl 0.5498 3.8389 -1.7611
O -0.1850 5.0228 -1.3834
O 1.3625 3.4153 -0.6343
O -0.3733 2.7805 -2.0902
O -0.9200 2.0194 2.0505
S -1.1094 3.2707 1.2616
C -0.0704 4.5316 2.0612
C -0.1722 4.6018 3.5506
C -0.6445 5.7551 4.1717
C -0.7642 5.8235 5.5522
C -0.4182 4.7282 6.3297
C 0.0669 3.5786 5.7200
C 0.2009 3.5136 4.3415
C -2.8022 3.8683 1.7003
C -3.3327 3.2842 2.9740
C -3.5957 4.0866 4.0796
C -4.0640 3.5366 5.2642
C -4.2776 2.1692 5.3562
C -4.0286 1.3609 4.2550
C -3.5610 1.9119 3.0722
H -0.3164 5.4780 1.5758
H 0.9254 4.2461 1.7164
H -0.9226 6.6084 3.5618
H -1.1337 6.7292 6.0186
H -0.5193 4.7711 7.4076
H 0.3463 2.7215 6.3206
H 0.5784 2.6164 3.8686
H -3.4047 3.5635 0.8437
H -2.7735 4.9588 1.7301
H -3.4131 5.1520 4.0181
H -4.2491 4.1780 6.1175
H -4.6333 1.7337 6.2823
H -4.1874 0.2908 4.3159
H -3.3564 1.2727 2.2231
O 9.3297 -2.0001 -4.8627
S 8.9076 -0.7511 -4.2505
O 8.7618 -0.8024 -2.8095
O 9.5846 0.4334 -4.7560
C 7.2076 -0.5320 -4.8859
N 7.0542 -0.6755 -6.2041
C 5.8225 -0.5446 -6.6670
C 4.7332 -0.2752 -5.8541
C 5.0012 -0.1172 -4.5010
N 6.2394 -0.2466 -4.0250
C 3.9239 0.1414 -3.5071
C 2.6373 0.5201 -3.8806
C 1.6503 0.6233 -2.9216
N 1.8794 0.3900 -1.6269
C 3.1285 0.0975 -1.2572
C 4.1722 -0.0412 -2.1530
H 5.6922 -0.6698 -7.7386
H 3.7349 -0.2092 -6.2609
H 2.3823 0.7351 -4.9085
H 0.6419 0.8983 -3.1923
H 3.2827 -0.0977 -0.2027
H 5.1609 -0.3206 -1.8172
```

Results
Molar mass ... 1199.52 g/mol
Relative energy (zero: lowest compared OMol25 entry of this formula, charge and spin) ... 0.0000 eV
HOMO-LUMO gap ... 7.0 eV
Highest occupied orbital energy ... -3.61 eV
Total charge ... -2
Spin multiplicity ... 1

Results of the Löwdin charge analysis, in e, for atoms 1 through 5: atom 1 (In): 0.732, atom 2 (C): -0.022, atom 3 (C): -0.242, atom 4 (N): -0.007, atom 5 (N): -0.047

(2)
DFT (ωB97M-V with the def2-TZVPD basis set) results for C54H45GeN5O3S4Tc as an isolated structure.

```
113
C54H45GeN5O3S4Tc, DFT ωB97M-V with the def2-TZVPD basis set
Tc 0.2864 -0.8967 0.6971
O -0.3369 -0.7131 2.8044
C -1.5359 -1.0224 2.6391
C -2.3715 -1.4132 3.7527
C -3.5825 -1.9879 3.6484
C -4.2630 -2.5103 2.4787
C -3.7652 -2.6984 1.2449
C -2.4901 -2.2109 0.7553
C -1.7603 -2.8957 -0.1482
N -0.5083 -2.3690 -0.3642
N 0.1022 -2.9157 -1.3857
C 1.2622 -2.2917 -1.5926
O 1.5756 -1.2932 -0.8586
C 2.1033 -2.7144 -2.7165
C 1.5726 -3.5644 -3.6866
C 2.3387 -3.9189 -4.7814
C 3.6347 -3.4389 -4.9074
C 4.1665 -2.5920 -3.9443
C 3.4016 -2.2220 -2.8531
H -1.9537 -1.2124 4.7307
H -4.1047 -2.1683 4.5799
H -5.2383 -2.9359 2.6749
H -4.3359 -3.3124 0.5574
H -2.0539 -3.7777 -0.7001
H 0.5642 -3.9351 -3.5716
H 1.9261 -4.5706 -5.5388
H 4.2369 -3.7330 -5.7554
H 5.1766 -2.2224 -4.0448
H 3.8046 -1.5714 -2.1007
C 2.3539 3.0661 2.8964
C 2.6023 1.7906 3.3743
C 2.0686 0.7055 2.7038
N 1.3365 0.8325 1.5913
C 1.0924 2.0670 1.1359
C 1.5732 3.2025 1.7601
H 2.7543 3.9347 3.4014
H 3.2019 1.6245 4.2568
H 2.2128 -0.3022 3.0675
H 0.4753 2.1306 0.2499
H 1.3288 4.1721 1.3507
S 6.8836 -0.6881 0.8068
C 5.5528 -1.5602 1.2414
S 3.9716 -1.0067 0.7554
C 3.2377 -2.3041 1.6553
N 4.0934 -3.0699 2.2292
N 5.3829 -2.6894 1.9683
C 6.3864 -3.5917 2.4383
C 7.7368 -3.3147 2.2861
C 8.6739 -4.2340 2.7337
C 8.2825 -5.4181 3.3329
C 6.9281 -5.6824 3.4846
C 5.9792 -4.7795 3.0421
S 1.5399 -2.5593 1.9327
H 8.0634 -2.3943 1.8297
H 9.7237 -4.0099 2.6060
H 9.0205 -6.1261 3.6807
H 6.6006 -6.6032 3.9472
H 4.9297 -4.9910 3.1609
C -1.0492 5.2356 -5.9129
C -0.6900 4.1019 -4.9991
C -0.8612 4.2076 -3.6227
C -0.5227 3.1644 -2.7765
C -0.0244 1.9964 -3.3246
C 0.1429 1.8546 -4.6967
C -0.1818 2.9132 -5.5230
S 0.5689 0.6600 -2.3232
C 2.1702 1.3836 -1.9200
O -0.2635 0.6689 -1.0504
H -1.2450 6.1483 -5.3547
H -1.9418 4.9941 -6.4916
H -0.2445 5.4305 -6.6209
H -1.2594 5.1210 -3.2026
H -0.6390 3.2541 -1.7027
H 0.5219 0.9301 -5.1081
H -0.0445 2.8194 -6.5917
H 2.0214 2.3842 -1.5193
H 2.7321 1.4326 -2.8505
H 2.6770 0.7367 -1.2092
C -1.8454 -0.9619 1.2085
Ge -3.0535 0.7171 0.8681
C -2.5296 2.3609 -0.0834
C -3.1435 2.6510 -1.3016
C -3.1379 3.9421 -1.8114
C -2.4826 4.9567 -1.1349
C -1.8365 4.6775 0.0592
C -1.8796 3.3974 0.5893
C -3.4541 1.3778 2.6677
C -2.3814 1.7361 3.4852
C -2.5867 2.2192 4.7669
C -3.8769 2.3546 5.2571
C -4.9528 2.0253 4.4505
C -4.7416 1.5479 3.1640
C -4.4565 -0.0624 -0.2514
C -4.0127 -0.6205 -1.4509
C -4.8960 -1.2337 -2.3249
C -6.2460 -1.2917 -2.0135
C -6.7037 -0.7260 -0.8346
C -5.8152 -0.1162 0.0385
H -3.6743 1.8835 -1.8410
H -3.6506 4.1514 -2.7394
H -2.4817 5.9636 -1.5295
H -1.3395 5.4688 0.6029
H -1.4331 3.2235 1.5584
H -1.3609 1.6246 3.1331
H -1.7403 2.4882 5.3836
H -4.0418 2.7231 6.2601
H -5.9624 2.1415 4.8200
H -5.6017 1.3133 2.5554
H -2.9578 -0.5788 -1.7069
H -4.5330 -1.6607 -3.2492
H -6.9385 -1.7715 -2.6898
H -7.7567 -0.7576 -0.5925
H -6.2017 0.3053 0.9539
```

Results
Molar mass ... 1110.86 g/mol
Relative energy (zero: lowest compared OMol25 entry of this formula, charge and spin) ... 2.2563 eV
HOMO-LUMO gap ... 4.7 eV
Highest occupied orbital energy ... -9.40 eV
Total charge ... +1
Spin multiplicity ... 1

Results of the Löwdin charge analysis, in e, for atoms 1 through 5: atom 1 (Tc): 1.303, atom 2 (O): -0.143, atom 3 (C): -0.434, atom 4 (C): 0.008, atom 5 (C): -0.023

> Which value of relative energy (zero: lowest compared OMol25 entry of this formula, charge and spin) does entry 1 give?

0.0000 eV

> Number 2 is which compound?

C54H45GeN5O3S4Tc

> molar mass of number 2 (C54H45GeN5O3S4Tc)?

1110.86 g/mol